1.
{
  "formula": "C10H12GaOS3Se2Te2",
  "method": "the ωB97M-V functional and the def2-TZVPD basis",
  "e_above_lowest_kj_mol": 37.7,
  "homo_ev": -4.515,
  "charge": -1,
  "homo_lumo_gap_ev": 6.808,
  "energy_ev": -242779.2428,
  "elements": ["Ga", "S", "C", "C", "C", "C", "C", "C", "S", "H", "H", "H", "H", "Se", "Te", "Te", "Se", "O", "S", "C", "C", "C", "C", "H", "H", "H", "H", "H", "H", "H", "H"],
  "coordinates": [[1.1597, 0.1980, -2.3801], [-0.6608, 0.1703, -1.0120], [-0.9681, -1.5618, -1.1646], [-2.0935, -2.0274, -0.4911], [-2.4480, -3.3599, -0.5098], [-1.6750, -4.2521, -1.2357], [-0.5515, -3.8081, -1.9028], [-0.1635, -2.4708, -1.8663], [1.3474, -2.0695, -2.6808], [-2.6910, -1.3134, 0.0560], [-3.3202, -3.6988, 0.0343], [-1.9458, -5.2972, -1.2805], [0.0637, -4.4974, -2.4628], [0.7275, 1.1463, -4.6441], [3.1612, 1.1326, -5.2906], [4.0274, 2.6422, -3.1959], [3.2103, 1.1565, -1.3271], [0.6551, 3.9827, 0.7313], [0.4508, 2.5340, 0.6153], [-1.0575, 2.1892, 1.6574], [-0.6226, 1.4150, 2.8871], [0.7846, 1.9062, 3.2016], [1.5448, 1.7718, 1.9019], [-1.7802, 1.6538, 1.0470], [-1.4366, 3.1752, 1.9182], [-0.6074, 0.3448, 2.6674], [-1.3009, 1.5825, 3.7276], [1.2456, 1.3534, 4.0224], [0.7481, 2.9618, 3.4836], [1.7062, 0.7336, 1.6122], [2.4900, 2.3062, 1.8808]],
  "atomic_forces_ev_per_a": [[0.38, 0.12, -0.44], [0.41, -0.28, -0.34], [-0.12, 0.08, 0.05], [-0.06, -0.08, 0.01], [-0.11, -0.07, 0.04], [-0.03, -0.20, -0.02], [-0.08, -0.06, 0.07], [0.17, 0.00, -0.05], [-0.04, 0.44, 0.22], [-0.10, 0.07, 0.08], [-0.04, -0.01, -0.01], [-0.02, -0.11, 0.00], [0.02, -0.10, -0.03], [0.23, 0.05, 0.53], [-0.02, 0.07, 0.35], [-0.20, -0.12, -0.18], [-0.38, -0.27, -0.41], [0.24, 1.47, 0.10], [-0.19, -0.86, 0.56], [0.17, -0.20, -0.27], [0.00, 0.03, 0.24], [-0.06, -0.12, 0.17], [-0.27, 0.05, -0.33], [-0.04, 0.07, -0.02], [0.09, 0.13, -0.12], [0.03, -0.03, 0.04], [-0.06, -0.06, -0.05], [0.05, -0.03, -0.02], [0.01, 0.01, 0.04], [-0.01, -0.10, 0.01], [0.02, 0.08, -0.22]]
}

=====

2.
{
  "formula": "CAlLiO2",
  "method": "the ωB97M-V functional and the def2-TZVPD basis",
  "spin_multiplicity": 2,
  "homo_ev": [-27.808, -26.809],
  "charge": 3,
  "homo_lumo_gap_ev": [8.925, 3.918],
  "energy_ev": -11890.2135,
  "elements": ["O", "C", "O", "Al", "Li"],
  "coordinates": [[2.3025, -1.7645, 1.2176], [1.7065, -0.9450, 0.7330], [-1.5001, 1.0708, -0.4906], [-2.7928, 1.0369, -1.1652], [0.2840, 0.6017, -0.2948]],
  "atomic_forces_ev_per_a": [[-0.87, 1.24, -0.73], [2.04, -2.42, 1.60], [8.00, -0.32, 3.81], [-8.67, 0.25, -4.15], [-0.50, 1.25, -0.53]]
}

=====

What did the first record say?
{
  "formula": "C10H12GaOS3Se2Te2",
  "method": "the ωB97M-V functional and the def2-TZVPD basis",
  "e_above_lowest_kj_mol": 37.7,
  "homo_ev": -4.515,
  "charge": -1,
  "homo_lumo_gap_ev": 6.808,
  "energy_ev": -242779.2428,
  "elements": ["Ga", "S", "C", "C", "C", "C", "C", "C", "S", "H", "H", "H", "H", "Se", "Te", "Te", "Se", "O", "S", "C", "C", "C", "C", "H", "H", "H", "H", "H", "H", "H", "H"],
  "coordinates": [[1.1597, 0.1980, -2.3801], [-0.6608, 0.1703, -1.0120], [-0.9681, -1.5618, -1.1646], [-2.0935, -2.0274, -0.4911], [-2.4480, -3.3599, -0.5098], [-1.6750, -4.2521, -1.2357], [-0.5515, -3.8081, -1.9028], [-0.1635, -2.4708, -1.8663], [1.3474, -2.0695, -2.6808], [-2.6910, -1.3134, 0.0560], [-3.3202, -3.6988, 0.0343], [-1.9458, -5.2972, -1.2805], [0.0637, -4.4974, -2.4628], [0.7275, 1.1463, -4.6441], [3.1612, 1.1326, -5.2906], [4.0274, 2.6422, -3.1959], [3.2103, 1.1565, -1.3271], [0.6551, 3.9827, 0.7313], [0.4508, 2.5340, 0.6153], [-1.0575, 2.1892, 1.6574], [-0.6226, 1.4150, 2.8871], [0.7846, 1.9062, 3.2016], [1.5448, 1.7718, 1.9019], [-1.7802, 1.6538, 1.0470], [-1.4366, 3.1752, 1.9182], [-0.6074, 0.3448, 2.6674], [-1.3009, 1.5825, 3.7276], [1.2456, 1.3534, 4.0224], [0.7481, 2.9618, 3.4836], [1.7062, 0.7336, 1.6122], [2.4900, 2.3062, 1.8808]],
  "atomic_forces_ev_per_a": [[0.38, 0.12, -0.44], [0.41, -0.28, -0.34], [-0.12, 0.08, 0.05], [-0.06, -0.08, 0.01], [-0.11, -0.07, 0.04], [-0.03, -0.20, -0.02], [-0.08, -0.06, 0.07], [0.17, 0.00, -0.05], [-0.04, 0.44, 0.22], [-0.10, 0.07, 0.08], [-0.04, -0.01, -0.01], [-0.02, -0.11, 0.00], [0.02, -0.10, -0.03], [0.23, 0.05, 0.53], [-0.02, 0.07, 0.35], [-0.20, -0.12, -0.18], [-0.38, -0.27, -0.41], [0.24, 1.47, 0.10], [-0.19, -0.86, 0.56], [0.17, -0.20, -0.27], [0.00, 0.03, 0.24], [-0.06, -0.12, 0.17], [-0.27, 0.05, -0.33], [-0.04, 0.07, -0.02], [0.09, 0.13, -0.12], [0.03, -0.03, 0.04], [-0.06, -0.06, -0.05], [0.05, -0.03, -0.02], [0.01, 0.01, 0.04], [-0.01, -0.10, 0.01], [0.02, 0.08, -0.22]]
}

=====

Q: Number 1 is which compound?
A: C10H12GaOS3Se2Te2